Formula: C33H44IrN3O11Si
Source: the OMol25 dataset
Level of theory: ωB97M-V/def2-TZVPD

Output
**Energy**: -2669.39468 hartree
**Maximum force**: 4.936 eV/Å
**HOMO (spin up / spin down)**: -0.42536 / -0.42277 Eh

Geometry as ORCA input:
```
! wB97M-V def2-TZVPD RIJCOSX def2/J DEFGRID3
* xyz 1 2
Ir -0.900 1.432 -0.129
O 0.796 3.647 3.592
C 0.161 3.014 2.621
O 0.534 3.013 1.469
C -1.071 2.299 3.041
C -1.456 2.105 4.361
C -2.655 1.448 4.612
C -3.433 1.027 3.544
C -2.951 1.245 2.259
N -1.807 1.844 2.024
C -3.761 0.767 0.993
O -4.839 0.264 1.217
O -3.167 0.976 -0.081
H 1.570 4.133 3.255
H -0.821 2.466 5.154
H -2.978 1.260 5.626
H -4.383 0.531 3.666
O -1.640 3.498 -0.662
N -1.655 3.806 -1.875
N -1.371 2.914 -2.748
O -1.124 1.687 -2.450
C -1.331 3.329 -4.094
C -1.251 2.371 -5.101
C -1.184 2.782 -6.420
C -1.189 4.135 -6.726
C -1.264 5.086 -5.716
C -1.339 4.691 -4.396
H -1.248 1.326 -4.835
H -1.137 2.050 -7.213
H -1.143 4.452 -7.758
H -1.269 6.137 -5.965
H -1.392 5.413 -3.598
C 2.387 -0.132 -1.111
C 2.329 1.297 -0.702
O 1.279 1.934 -0.777
C 3.567 1.963 -0.267
C 4.795 1.300 -0.187
C 5.939 2.004 0.137
C 5.877 3.368 0.389
C 4.656 4.025 0.352
C 3.508 3.326 0.040
H 1.392 -0.437 -1.422
H 2.684 -0.769 -0.279
H 3.098 -0.265 -1.924
H 4.861 0.241 -0.376
H 6.887 1.492 0.185
H 6.779 3.914 0.625
H 4.603 5.083 0.554
H 2.541 3.807 0.007
C -2.977 -2.346 2.455
C -2.523 -3.340 1.378
C -3.356 -3.111 0.118
C -2.697 -4.778 1.877
O -1.148 -3.172 1.116
Si -0.114 -2.126 0.429
O -0.668 -0.643 0.230
O 0.596 -2.745 -0.894
C 0.236 -3.188 -2.171
C 0.120 -4.723 -2.128
C -1.086 -2.579 -2.630
C 1.370 -2.792 -3.134
O 1.259 -2.077 1.314
C 1.532 -1.592 2.598
C 2.919 -2.116 2.988
C 0.489 -2.070 3.608
C 1.561 -0.053 2.574
H -4.059 -2.367 2.548
H -2.673 -1.348 2.152
H -2.531 -2.585 3.417
H -4.414 -3.198 0.345
H -3.100 -3.858 -0.630
H -3.164 -2.116 -0.275
H -3.735 -4.962 2.134
H -2.075 -4.950 2.750
H -2.391 -5.476 1.103
H -0.613 -5.012 -1.379
H 1.082 -5.152 -1.861
H -0.186 -5.100 -3.100
H -1.908 -3.017 -2.075
H -1.242 -2.758 -3.689
H -1.079 -1.509 -2.433
H 2.332 -3.004 -2.675
H 1.315 -1.730 -3.358
H 1.286 -3.351 -4.062
H 2.886 -3.197 3.082
H 3.231 -1.675 3.932
H 3.640 -1.859 2.217
H 0.314 -3.131 3.454
H -0.445 -1.539 3.450
H 0.839 -1.899 4.623
H 2.448 0.308 2.059
H 1.563 0.338 3.588
H 0.680 0.302 2.042
*
```

---

Formula: C33H44N4P2PtSSi2
Source: the OMol25 dataset
Level of theory: ωB97M-V/def2-TZVPD

Output
**Energy**: -3282.19217 hartree
**Maximum force**: 1.774 eV/Å
**HOMO (spin up / spin down)**: -0.24384 / -0.24381 Eh

Geometry as ORCA input:
```
! wB97M-V def2-TZVPD RIJCOSX def2/J DEFGRID3
* xyz 0 1
Pt -1.452 0.510 0.000
C 0.299 0.365 5.176
Si -1.154 0.232 3.941
C -2.361 -1.127 4.540
C -2.120 1.876 3.942
N -0.631 0.053 2.312
P 0.547 -0.768 1.605
C 0.475 -0.052 0.028
P 0.723 -0.042 -1.685
N -0.183 1.202 -2.134
Si -0.540 1.680 -3.752
C -1.138 0.284 -4.917
C 0.935 2.536 -4.622
C -1.961 2.934 -3.542
C 0.105 -1.589 -2.422
C 0.852 -2.550 -3.092
C 0.218 -3.663 -3.618
C -1.147 -3.835 -3.461
C -1.891 -2.890 -2.767
C -1.267 -1.770 -2.259
C 2.435 0.264 -2.202
C 3.189 1.028 -1.317
C 4.404 1.558 -1.712
C 4.877 1.321 -2.993
C 4.128 0.559 -3.877
C 2.904 0.044 -3.490
C 0.283 -2.569 1.752
C 0.154 -3.069 3.043
C -0.189 -4.391 3.247
C -0.404 -5.224 2.158
C -0.280 -4.727 0.872
C 0.061 -3.400 0.666
C 2.146 -0.490 2.418
C 2.987 -1.489 2.888
C 4.145 -1.151 3.567
C 4.471 0.180 3.771
C 3.655 1.182 3.263
C 2.494 0.845 2.594
H -0.061 0.545 6.182
H 0.962 1.181 4.910
H 0.903 -0.537 5.202
H -3.069 -0.715 5.254
H -1.856 -1.959 5.022
H -2.930 -1.523 3.704
H -2.277 2.222 4.958
H -3.094 1.743 3.484
H -1.594 2.655 3.399
H -0.343 -0.418 -5.156
H -1.510 0.688 -5.853
H -1.944 -0.281 -4.460
H 1.580 1.825 -5.129
H 1.547 3.086 -3.913
H 0.577 3.239 -5.367
H -2.847 2.456 -3.140
H -2.223 3.366 -4.501
H -1.677 3.744 -2.879
H 1.922 -2.435 -3.194
H 0.800 -4.401 -4.153
H -1.633 -4.709 -3.868
H -2.954 -3.027 -2.628
H -1.833 -1.007 -1.703
H 2.801 1.212 -0.322
H 4.979 2.164 -1.025
H 5.821 1.737 -3.313
H 4.491 0.379 -4.879
H 2.299 -0.512 -4.193
H 0.323 -2.404 3.878
H -0.297 -4.768 4.254
H -0.673 -6.258 2.319
H -0.457 -5.371 0.023
H 0.157 -3.009 -0.336
H 2.730 -2.528 2.733
H 4.786 -1.934 3.951
H 5.361 0.438 4.326
H 3.917 2.221 3.406
H 1.821 1.603 2.211
C -5.674 3.701 0.223
N -4.250 3.921 0.314
C -3.345 2.935 0.216
N -2.046 3.222 0.337
S -3.813 1.340 -0.059
H -6.179 4.665 0.222
H -6.039 3.102 1.063
H -5.899 3.163 -0.701
H -3.928 4.832 0.599
H -1.700 4.160 0.450
H -1.399 2.391 0.209
*
```

---

Formula: C33H44N4P2Sn
Source: the OMol25 dataset
Level of theory: ωB97M-V/def2-TZVPD

Output
**Energy**: -2399.64804 hartree
**Maximum force**: 3.256 eV/Å
**HOMO**: -0.30335 Eh

Geometry as ORCA input:
```
! wB97M-V def2-TZVPD RIJCOSX def2/J DEFGRID3
* xyz 0 1
Sn 0.170 2.352 -3.054
C 3.002 -1.123 2.062
C 3.408 0.165 1.959
C 3.994 0.712 0.709
C 3.357 -0.066 -0.527
C 4.313 -0.939 -1.272
C 5.167 -1.790 -0.665
C 5.092 -1.999 0.825
C 3.650 -2.332 1.395
C -0.625 0.593 -4.212
H 2.466 -1.402 2.982
H 3.411 0.868 2.803
H 5.082 0.622 0.682
H 3.872 1.811 0.653
H 2.486 -0.660 -0.183
H 2.954 0.773 -1.125
H 4.173 -0.950 -2.360
H 5.919 -2.306 -1.264
H 5.543 -1.194 1.420
H 5.719 -2.863 1.078
H 3.088 -2.940 0.629
H 3.805 -3.031 2.268
H -1.299 -0.001 -3.568
H 0.304 0.041 -4.444
H -1.145 0.964 -5.108
P 2.988 1.763 -5.472
P 3.774 4.554 -3.028
N 4.055 0.338 -5.570
N 2.895 1.942 -7.246
N 5.466 3.953 -2.590
N 4.130 6.295 -2.896
C 4.389 2.911 -5.200
C 3.993 4.359 -4.899
C 3.505 -0.936 -5.789
C 4.512 -1.783 -6.239
C 5.719 -1.016 -6.314
C 5.413 0.275 -5.899
C 1.667 2.042 -7.912
C 1.890 2.583 -9.174
C 3.304 2.767 -9.315
C 3.892 2.319 -8.145
C 5.676 2.783 -1.827
C 7.006 2.383 -1.936
C 7.659 3.312 -2.811
C 6.693 4.231 -3.213
C 5.304 7.025 -2.680
C 5.077 8.371 -2.968
C 3.699 8.497 -3.347
C 3.141 7.225 -3.292
H 5.071 2.921 -6.056
H 4.932 2.481 -4.349
H 4.763 5.069 -5.259
H 3.022 4.644 -5.339
H 2.450 -1.097 -5.605
H 4.386 -2.830 -6.478
H 6.696 -1.349 -6.623
H 6.063 1.133 -5.790
H 0.767 1.726 -7.405
H 1.122 2.837 -9.891
H 3.804 3.204 -10.167
H 4.932 2.250 -7.890
H 4.853 2.364 -1.252
H 7.457 1.526 -1.441
H 8.709 3.293 -3.093
H 6.790 5.087 -3.859
H 6.190 6.540 -2.321
H 5.794 9.177 -2.943
H 3.181 9.401 -3.642
H 2.139 6.875 -3.483
C -3.069 -0.753 0.113
C -2.140 0.380 0.574
C -3.002 1.559 1.075
C -1.238 -0.229 1.661
C -1.131 0.798 -0.408
C -0.308 1.281 -1.188
H -3.065 -1.615 0.801
H -2.841 -1.091 -0.903
H -4.103 -0.391 0.121
H -2.929 1.709 2.170
H -2.701 2.487 0.568
H -4.066 1.394 0.875
H -0.778 -1.142 1.241
H -0.422 0.408 2.041
H -1.868 -0.527 2.509
*
```